Model a:
13
Properties=species:S:1:pos:R:3:lowdin_charge:R:1 method="wB97M-V/def2-TZVPD" homo_energy_ev=-9.1 lumo_ev=0.81
C 0.23 -1.29 0.91 -0.57
C -0.69 -0.12 1.02 -0.28
C -1.50 0.82 -1.27 -0.34
H -0.05 -1.98 0.16 0.06
H 0.29 -1.70 1.90 0.06
H -0.60 0.48 1.91 0.11
H -1.73 -0.53 1.22 0.14
H -0.18 1.57 -0.04 0.13
H -2.29 0.04 -1.40 0.12
H -0.84 2.47 -2.03 0.01
N -0.69 0.69 -0.19 -0.03
N -1.55 1.77 -2.15 0.05
Cl 1.93 -0.82 0.63 0.54



Model b:
13
Properties=species:S:1:pos:R:3:lowdin_charge:R:1 method="wB97M-V/def2-TZVPD" smiles="CN/N=C/CCl" homo_energy_ev=-8.8 lumo_ev=1.07
C -1.63 -0.04 1.79 -0.10
C 0.93 0.21 -0.64 -0.23
C 1.11 -0.32 -2.02 -0.60
H -1.53 -1.14 2.09 0.10
H -1.97 0.55 2.64 0.07
H -2.34 0.05 1.03 0.05
H 0.40 0.52 1.83 0.13
H 1.80 0.70 -0.19 0.11
H 0.14 -0.56 -2.47 0.07
H 1.75 -1.21 -2.06 0.06
N -0.41 0.50 1.21 -0.14
N -0.16 0.02 -0.01 -0.02
Cl 1.91 0.72 -3.21 0.52



Tell me which of them is the most stable. Sure, it is model a.



Model a:
22
Properties=species:S:1:pos:R:3:lowdin_charge:R:1 method="wB97M-V/def2-TZVPD" smiles="[H]/N=C/NCC.O.O.O" homo_energy_ev=-9.1 lumo_ev=0.63
C -2.70 0.11 -1.29 -0.09
C -1.47 0.96 -1.84 -0.22
N -0.21 0.48 -1.17 -0.06
C 0.59 -0.51 -1.64 -0.31
N 1.75 -0.66 -1.03 0.04
H -2.99 -0.54 -2.11 0.06
H -3.56 0.71 -1.04 0.06
H -2.35 -0.63 -0.60 0.05
H -1.45 1.04 -3.06 0.15
H -1.47 2.13 -1.60 0.13
H 0.16 1.13 -0.51 0.11
H 0.14 -1.36 -2.31 0.16
H 2.18 -1.46 -1.46 0.02
H -0.31 0.14 3.40 -0.02
H -1.46 1.23 3.33 -0.02
O -0.67 0.91 3.08 0.02
H 1.22 0.01 1.14 0.11
H 0.59 -0.80 2.34 0.03
O 1.32 -0.21 2.18 -0.11
H 3.02 -0.79 1.98 -0.03
H 4.01 -0.68 0.78 -0.01
O 3.67 -1.24 1.44 -0.07



Model b:
22
Properties=species:S:1:pos:R:3:lowdin_charge:R:1 method="wB97M-V/def2-TZVPD" smiles="C/C(N)=C/N.O.O.O" homo_energy_ev=-8.1 lumo_ev=0.55
C -0.19 2.46 -0.59 -0.05
C -0.31 0.95 -0.51 -0.39
C -0.37 0.26 -1.66 -0.18
N -0.51 -1.17 -1.70 0.01
N 0.15 0.42 0.69 0.11
H -0.96 2.85 -1.26 0.08
H -0.43 2.91 0.36 0.07
H 0.79 2.74 -0.98 0.08
H -0.43 0.88 -2.55 0.10
H 0.35 -1.65 -1.89 0.08
H -1.25 -1.39 -2.35 0.08
H -0.14 0.93 1.48 0.06
H 0.12 -0.57 0.85 0.05
H -0.34 -2.19 0.01 -0.03
H -0.61 -3.46 0.83 0.04
O 0.05 -2.78 0.69 -0.08
H 3.62 0.40 0.40 0.03
H 2.32 -0.01 -0.18 0.00
O 3.22 0.23 -0.45 -0.07
H -1.56 0.10 3.38 0.04
H -2.28 -0.44 2.11 0.03
O -2.21 0.31 2.70 -0.05



Tell me which of them is the most stable. Sure, it is model b.



Model a:
15
Properties=species:S:1:pos:R:3:lowdin_charge:R:1 method="wB97M-V/def2-TZVPD" smiles="CONN.C=N" homo_energy_ev=-9.2 lumo_ev=1.03
C -1.14 1.69 -0.37 -0.14
C -0.51 -1.63 0.70 -0.09
N -1.18 0.74 -1.18 0.02
H -0.75 0.94 -2.08 0.06
H -0.71 2.67 -0.55 0.07
H 0.60 0.64 1.15 0.08
H -1.56 1.53 0.62 0.06
H -1.18 -1.20 1.46 0.08
H -0.78 -1.36 -0.32 0.04
H -0.54 -2.71 0.75 0.08
N 1.75 0.27 -0.42 -0.01
N 1.35 -0.01 0.88 -0.16
O 0.88 -1.33 1.08 -0.22
H 1.11 -0.09 -1.14 0.05
H 2.66 -0.17 -0.57 0.08



Model b:
15
Properties=species:S:1:pos:R:3:lowdin_charge:R:1 method="wB97M-V/def2-TZVPD" smiles="[H]/N=C/N.NCO" homo_energy_ev=-9.1 lumo_ev=0.95
N -1.65 -0.97 0.59 0.07
C -2.28 -0.13 -0.14 -0.33
N -1.66 0.97 -0.69 0.07
H 0.10 -1.16 -0.07 0.01
H -2.34 -1.55 1.05 0.06
H -3.27 -0.43 -0.51 0.12
H -1.99 1.91 -0.66 0.08
H -0.72 0.77 -0.97 0.06
N 1.89 0.86 -0.29 -0.02
C 1.97 -0.53 0.39 -0.32
O 1.04 -1.43 -0.10 -0.09
H 1.31 1.59 0.09 0.03
H 2.82 1.24 -0.15 0.04
H 1.85 -0.22 1.43 0.10
H 2.92 -0.92 0.02 0.11



Tell me which of them is the most stable. Sure, it is model b.



Model a:
15
Properties=species:S:1:pos:R:3:lowdin_charge:R:1 method="wB97M-V/def2-TZVPD" homo_energy_ev=-9.0 lumo_ev=0.80
C -1.07 0.68 1.60 -0.10
N 0.01 -0.26 1.39 -0.03
C 0.76 -0.27 0.25 -0.59
N 1.47 -1.43 0.03 0.13
N 0.73 0.74 -0.53 0.09
H -0.70 1.70 1.55 0.08
H -1.84 0.59 0.82 0.09
H -1.53 0.46 2.55 0.07
H -0.09 -1.16 1.85 0.12
H 1.51 -2.13 0.75 0.08
H 2.31 -1.34 -0.51 0.09
H 1.34 0.59 -1.32 0.04
H -1.15 0.91 -3.53 0.03
H -0.62 0.67 -2.09 -0.02
O -1.12 0.25 -2.81 -0.09



Model b:
15
Properties=species:S:1:pos:R:3:lowdin_charge:R:1 method="wB97M-V/def2-TZVPD" smiles="[H]/N=C/N.NCO" homo_energy_ev=-8.8 lumo_ev=0.96
N -0.31 1.47 -1.27 0.06
C -0.68 2.39 -0.47 -0.37
N -0.15 2.57 0.77 0.08
H -0.18 -0.25 0.10 0.02
H -1.01 1.31 -2.00 0.05
H -1.36 3.17 -0.81 0.11
H -0.77 2.78 1.54 0.09
H 0.73 2.15 1.00 0.09
N 1.41 -2.37 -0.05 0.01
C -0.03 -2.16 0.10 -0.37
O -0.34 -0.96 0.75 -0.08
H 1.69 -3.28 0.26 0.05
H 1.95 -1.60 0.30 0.06
H -0.51 -2.23 -0.88 0.10
H -0.43 -3.00 0.67 0.10



Tell me which of them is the most stable. Sure, it is model a.



Model a:
15
Properties=species:S:1:pos:R:3:lowdin_charge:R:1 method="wB97M-V/def2-TZVPD" homo_energy_ev=-7.8 lumo_ev=-1.49
C -2.55 0.76 0.00 -0.76
C -2.54 -0.68 -0.71 -0.39
C -0.03 -1.17 0.17 -0.76
C 2.14 0.34 -0.07 -0.34
N -1.60 0.91 0.84 0.01
O -3.47 1.45 -0.42 -0.04
S -1.55 -1.86 0.18 0.98
S 0.65 -0.13 -0.99 0.92
H -3.56 -1.06 -0.72 0.08
H -2.19 -0.56 -1.74 0.07
H 0.64 -1.55 0.93 0.04
H 1.84 0.85 0.83 0.05
H 2.72 1.01 -0.71 0.04
H 2.73 -0.54 0.15 0.04
H -1.57 1.81 1.29 0.04



Model b:
15
Properties=species:S:1:pos:R:3:lowdin_charge:R:1 method="wB97M-V/def2-TZVPD" smiles="CN(C=S)C(=S)CO" homo_energy_ev=-9.1 lumo_ev=-1.01
C -0.04 2.06 0.14 -0.09
C 1.75 0.42 0.05 -0.63
C -0.67 -0.28 -0.06 -0.66
C -0.35 -1.77 0.01 -0.33
H -0.83 2.13 0.91 0.07
H -0.41 2.38 -0.83 0.08
H 0.84 2.64 0.41 0.08
H 2.29 1.35 0.24 0.06
H 0.33 -1.96 0.84 0.10
H 0.10 -2.06 -0.94 0.10
H -2.17 -2.22 -0.33 0.03
N 0.38 0.62 -0.03 -0.21
O -1.49 -2.60 0.24 -0.10
S 2.52 -0.96 -0.30 0.74
S -2.24 0.25 -0.36 0.74



Tell me which of them is the most stable. Sure, it is model b.



Model a:
18
Properties=species:S:1:pos:R:3:lowdin_charge:R:1 method="wB97M-V/def2-TZVPD" homo_energy_ev=-10.3 lumo_ev=0.65
C 0.05 -0.89 -0.37 -0.22
C -2.27 0.08 1.19 -0.11
C -0.85 0.07 -0.90 -0.19
C -2.27 -0.10 -0.33 -0.25
N 0.77 -1.68 0.05 0.18
N 2.36 0.74 -0.59 0.14
N 3.36 0.37 0.05 -0.48
O 3.32 -0.92 0.47 0.06
O 4.34 0.99 0.36 0.05
H -1.63 -0.66 1.66 0.07
H -3.28 -0.03 1.58 0.07
H -1.91 1.07 1.46 0.08
H -0.86 -0.04 -1.99 0.13
H -0.46 1.06 -0.65 0.12
H -2.92 0.64 -0.79 0.11
H -2.64 -1.09 -0.58 0.11
H 2.43 -1.33 0.28 0.04
H 2.44 1.71 -0.88 0.09



Model b:
18
Properties=species:S:1:pos:R:3:lowdin_charge:R:1 method="wB97M-V/def2-TZVPD" homo_energy_ev="-7.2 / -7.2" lumo_ev="0.50 / 0.50"
C -0.06 0.74 0.29 -0.33
C -0.55 -0.52 0.01 -0.34
C -0.58 -0.07 1.44 0.01
C 1.83 -0.46 0.30 -0.41
N 0.33 1.96 -0.08 0.16
N -0.58 -1.61 -0.80 0.15
N -2.16 0.73 -0.42 -0.01
O 2.37 -0.40 -0.97 0.00
O 2.46 -0.91 1.22 0.03
H 3.30 -0.69 -0.92 0.10
H 0.47 2.13 -1.07 0.12
H -0.03 2.73 0.46 0.12
H -0.01 -1.53 -1.64 0.11
H -0.45 -2.49 -0.32 0.11
H -2.14 0.62 -1.43 -0.01
H -2.84 0.04 -0.10 -0.01
H 0.15 -0.49 2.13 0.10
H -1.53 0.22 1.88 0.10



Model c:
18
Properties=species:S:1:pos:R:3:lowdin_charge:R:1 method="wB97M-V/def2-TZVPD" smiles="[H]/N=C(/N)N(O)[C@H](C)C=O" homo_energy_ev=-8.2 lumo_ev=0.04
C -0.43 -1.96 -0.67 -0.07
C -0.35 -0.46 -0.78 -0.29
O -1.72 -0.41 1.10 -0.07
N -1.11 0.35 0.06 -0.09
H -2.39 0.20 1.43 0.11
H -0.34 -0.05 -1.79 0.13
H -1.45 -2.29 -0.86 0.09
H -0.16 -2.30 0.33 0.08
H 0.25 -2.43 -1.39 0.09
C 0.22 1.24 0.72 -0.48
N 0.43 2.36 -0.01 0.14
C 1.48 -0.15 -0.43 -0.21
N 0.50 1.00 1.93 0.18
O 2.21 0.36 -1.26 0.02
H -0.32 2.72 -0.57 0.11
H 1.32 2.42 -0.48 0.10
H -0.03 0.21 2.31 0.06
H 1.87 -0.82 0.36 0.11



Tell me which of them is the most stable. Sure, it is model a.